(1)
{
  "formula": "C24H33AuBrN4SSi",
  "method": "ωB97M-V with the def2-TZVPD basis set",
  "relative_energy_kcal_mol": 0.00,
  "charge": 1,
  "gap_ev": 8.69,
  "symbols": ["Au", "Br", "S", "Si", "N", "N", "N", "N", "C", "C", "C", "C", "C", "C", "C", "C", "C", "C", "C", "C", "C", "C", "C", "C", "C", "C", "C", "C", "C", "C", "C", "C", "H", "H", "H", "H", "H", "H", "H", "H", "H", "H", "H", "H", "H", "H", "H", "H", "H", "H", "H", "H", "H", "H", "H", "H", "H", "H", "H", "H", "H", "H", "H", "H", "H"],
  "coordinates": [[4.03, -15.62, 9.69], [3.07, -17.71, 10.53], [7.70, -8.96, 10.86], [3.71, -18.06, 12.71], [3.90, -13.36, 9.46], [8.21, -10.49, 11.06], [6.31, -9.22, 10.15], [6.28, -14.70, 9.47], [2.72, -12.76, 9.16], [1.38, -19.64, 12.69], [2.66, -11.39, 8.94], [1.49, -16.56, 13.87], [6.00, -18.86, 11.34], [2.87, -19.65, 13.13], [7.28, -11.28, 10.54], [7.40, -12.77, 10.28], [3.30, -15.26, 12.94], [4.99, -12.64, 9.66], [4.95, -11.26, 9.71], [6.16, -10.54, 10.08], [3.04, -16.58, 13.73], [2.73, -19.88, 14.64], [8.50, -14.87, 10.16], [7.30, -15.48, 9.74], [3.77, -10.65, 9.35], [6.19, -16.75, 12.77], [6.26, -13.42, 9.79], [3.58, -16.49, 15.15], [5.61, -18.15, 12.63], [8.57, -13.49, 10.35], [3.49, -20.83, 12.47], [6.25, -19.07, 13.81], [0.94, -20.51, 13.03], [1.84, -13.37, 9.16], [7.29, -19.15, 13.57], [0.78, -18.78, 13.11], [3.14, -14.34, 13.56], [5.92, -16.24, 13.73], [7.23, -16.49, 9.43], [1.70, -10.92, 8.64], [1.33, -19.55, 11.58], [3.52, -17.43, 15.71], [2.86, -15.81, 15.71], [0.98, -16.79, 12.87], [4.54, -20.90, 12.66], [3.70, -19.89, 15.12], [4.32, -15.17, 12.59], [7.27, -16.85, 12.77], [9.51, -13.00, 10.70], [3.05, -21.81, 12.56], [2.21, -20.79, 14.79], [3.71, -9.56, 9.27], [3.45, -20.68, 11.41], [9.36, -15.48, 10.38], [7.05, -18.98, 11.19], [2.07, -19.17, 15.14], [5.87, -16.13, 11.92], [5.64, -18.34, 10.47], [5.67, -19.87, 11.31], [2.57, -15.26, 12.09], [4.56, -16.04, 15.27], [5.79, -20.09, 13.79], [1.15, -15.59, 14.25], [6.27, -18.62, 14.80], [1.12, -17.29, 14.56]],
  "mulliken_charge": [0.497, -0.247, 0.198, 0.218, -0.579, -0.638, -0.614, -0.587, -0.338, -2.020, -0.668, -2.375, -1.940, 2.110, 0.329, 0.831, -1.998, 0.493, 0.770, 0.383, 2.578, -1.963, -0.466, -0.557, -0.532, -1.296, -0.055, -1.705, 2.389, -0.611, -2.050, -1.683, 0.669, 0.417, 0.595, 0.271, 0.461, 0.002, 0.612, 0.356, 0.389, 0.249, 0.458, 0.375, 0.316, 0.338, 0.351, 0.728, 0.430, 0.508, 0.603, 0.473, 0.459, 0.485, 0.507, 0.334, -0.324, 0.288, 0.391, 0.244, 0.371, 0.374, 0.578, 0.342, 0.477]
}

(2)
{
  "formula": "C4H13NO2",
  "method": "ωB97M-V with the def2-TZVPD basis set",
  "multiplicity": 2,
  "relative_energy_kcal_mol": 22.33,
  "charge": -1,
  "gap_ev": [2.79, 9.71],
  "symbols": ["O", "O", "N", "C", "C", "C", "C", "H", "H", "H", "H", "H", "H", "H", "H", "H", "H", "H", "H", "H"],
  "coordinates": [[3.33, 2.16, 1.29], [-3.88, 0.21, -0.79], [0.60, 1.08, 1.49], [0.81, -0.80, 0.01], [-0.72, -2.03, -1.58], [0.52, -1.84, -0.77], [-0.09, 0.39, 0.37], [-0.77, -1.09, -2.16], [-0.54, -2.78, -2.34], [-4.62, 0.42, -1.36], [-0.03, 1.76, 1.89], [-3.07, 0.67, -1.13], [-1.61, -2.12, -0.97], [-0.24, 0.95, -0.54], [1.25, -2.63, -0.94], [-1.09, 0.04, 0.65], [0.60, 0.38, 2.22], [2.36, 2.05, 1.45], [1.62, -0.83, 0.74], [3.55, 2.37, 0.40]],
  "mulliken_charge": [-0.753, -1.494, -0.061, -0.546, -1.398, 0.069, -1.531, 0.393, 0.433, 0.844, 0.317, 0.381, 0.443, 0.450, 0.340, -0.169, 0.290, 0.376, 0.313, 0.303]
}

(3)
{
  "formula": "C11H14O2S",
  "method": "ωB97M-V with the def2-TZVPD basis set",
  "relative_energy_kcal_mol": 126.71,
  "charge": 0,
  "gap_ev": [7.27, 6.83],
  "symbols": ["S", "O", "O", "C", "C", "C", "C", "C", "C", "C", "C", "C", "C", "C", "H", "H", "H", "H", "H", "H", "H", "H", "H", "H", "H", "H", "H", "H"],
  "coordinates": [[-0.58, -1.39, -0.45], [-3.64, 0.73, 1.23], [0.69, 2.83, -0.59], [1.67, 0.80, 0.24], [0.69, 1.84, 0.26], [-2.61, -0.19, 1.14], [1.84, -0.02, 1.38], [2.40, 0.37, -0.93], [-2.19, -0.44, -0.33], [3.34, -0.58, -0.85], [-1.01, 0.22, -0.84], [2.70, -1.12, 1.42], [-3.25, -0.99, -1.19], [3.58, -1.30, 0.32], [2.22, 0.79, -1.85], [-3.38, -2.03, -1.00], [-3.33, 1.67, 0.93], [3.98, -0.86, -1.77], [0.05, 2.09, 1.11], [-3.11, -0.91, -2.33], [-4.11, -0.44, -1.06], [-1.74, 0.22, 1.80], [-0.91, 0.72, -1.71], [4.18, -2.20, 0.19], [2.81, -1.73, 2.28], [1.40, 0.23, 2.38], [-3.05, -1.18, 1.61], [1.35, 2.86, -1.38]],
  "mulliken_charge": [-0.192, -0.557, -0.526, 0.946, -0.498, -0.423, -0.254, -0.498, 0.655, -0.412, -0.416, -0.621, -1.539, -0.569, 0.364, 0.333, 0.343, 0.261, 0.382, 0.328, 0.482, 0.186, 0.546, 0.318, 0.473, 0.259, 0.240, 0.390]
}

(4)
{
  "formula": "C24H28ClF9FeN2O3",
  "method": "ωB97M-V with the def2-TZVPD basis set",
  "multiplicity": 6,
  "relative_energy_kcal_mol": 96.82,
  "charge": -1,
  "gap_ev": [3.40, 7.77],
  "symbols": ["Fe", "Cl", "F", "F", "F", "F", "F", "F", "F", "F", "F", "O", "O", "O", "N", "N", "C", "C", "C", "C", "C", "C", "C", "C", "C", "C", "C", "C", "C", "C", "C", "C", "C", "C", "C", "C", "C", "C", "C", "C", "H", "H", "H", "H", "H", "H", "H", "H", "H", "H", "H", "H", "H", "H", "H", "H", "H", "H", "H", "H", "H", "H", "H", "H", "H", "H", "H", "H"],
  "coordinates": [[0.17, 0.87, 1.05], [0.00, -0.99, 3.11], [-1.84, -6.03, -0.51], [-3.06, -5.38, 1.72], [0.08, -5.04, -0.89], [-0.40, -5.79, 1.79], [0.78, -3.95, 1.61], [-1.76, -4.23, -1.75], [-3.30, -3.23, 2.07], [-3.82, -4.06, 0.12], [-0.90, -4.03, 3.00], [-3.42, 2.60, 0.05], [4.06, -0.55, 0.56], [-1.18, -2.59, 0.39], [1.88, -0.20, 0.17], [-1.75, 1.11, 0.32], [4.08, 3.23, -0.48], [2.51, -0.35, -2.21], [-1.45, -3.85, 0.63], [-2.24, 2.31, 0.57], [2.31, -1.12, -0.92], [2.66, 3.33, -0.04], [3.65, -1.61, -0.38], [0.37, 4.28, -0.22], [-1.24, -4.81, -0.64], [0.88, 2.52, 1.09], [-3.86, 1.40, -0.69], [1.71, 4.19, -0.63], [-3.30, -0.79, 0.38], [3.04, 1.40, 1.68], [-1.47, 3.34, 1.37], [-0.48, -4.43, 1.77], [1.34, -2.26, -1.12], [2.98, 0.17, 0.79], [-2.19, -0.17, -1.75], [2.24, 2.52, 1.02], [-2.78, 0.35, -0.45], [-2.93, -4.15, 1.15], [-0.64, 5.19, -0.83], [-0.05, 3.49, 0.84], [2.94, -1.05, -2.95], [-3.03, -0.46, -2.39], [-1.47, 2.99, 2.43], [-2.00, 4.29, 1.35], [0.40, -1.92, -1.56], [-0.14, 5.82, -1.57], [-0.31, 0.24, 2.57], [-1.62, 0.62, -2.25], [-3.95, 1.69, -1.74], [-1.45, 4.63, -1.30], [4.45, -1.71, -1.12], [-1.07, 5.82, -0.06], [1.56, 0.02, -2.58], [4.07, 1.69, 1.84], [2.62, 1.10, 2.67], [2.06, 4.86, -1.41], [-4.19, -1.20, -0.13], [4.73, 3.22, 0.39], [-4.82, 1.11, -0.25], [3.20, 0.49, -2.07], [-1.56, -1.05, -1.56], [4.30, 4.09, -1.09], [1.14, -2.75, -0.18], [-3.59, -0.43, 1.38], [-2.52, -1.59, 0.46], [1.82, -2.97, -1.80], [4.26, 2.31, -1.04], [3.54, -2.53, 0.21]],
  "mulliken_charge": [-0.309, -0.238, -0.299, -0.287, -0.268, -0.310, -0.238, -0.282, -0.232, -0.297, -0.284, -0.470, -0.457, -0.840, 0.313, -0.211, -1.825, -1.320, 1.001, 1.078, 1.501, 1.855, -0.754, 1.642, 0.562, 1.365, -0.662, -1.665, -0.911, -1.951, -1.637, 0.293, -1.874, 0.742, -1.364, -0.065, 1.420, 0.285, -1.820, 0.034, 0.424, 0.434, 0.080, 0.377, 0.253, 0.406, 0.204, 0.446, 0.364, 0.257, 0.319, 0.334, 0.228, 0.417, 0.276, 0.251, 0.452, 0.309, 0.287, 0.185, -0.288, 0.466, 0.253, 0.507, -0.424, 0.394, 0.207, 0.360]
}

(5)
{
  "formula": "C9H15N",
  "method": "ωB97M-V with the def2-TZVPD basis set",
  "relative_energy_kcal_mol": 50.62,
  "charge": 0,
  "gap_ev": 9.93,
  "symbols": ["N", "C", "C", "C", "C", "C", "C", "C", "C", "C", "H", "H", "H", "H", "H", "H", "H", "H", "H", "H", "H", "H", "H", "H", "H"],
  "coordinates": [[1.75, -0.44, 0.13], [-2.68, -0.97, -0.45], [-0.28, -0.20, -1.04], [-1.27, -0.70, 0.04], [-0.69, 1.87, 0.58], [0.17, 2.95, 0.01], [-0.79, 0.67, 0.04], [3.15, -0.74, 0.21], [-0.79, -1.65, 1.11], [1.14, -0.52, -0.97], [-2.97, -0.26, -1.22], [3.28, -1.70, 0.73], [-0.84, -2.68, 0.76], [-2.76, -1.98, -0.85], [0.24, -1.41, 1.38], [3.64, -0.81, -0.78], [0.71, 2.59, -0.86], [-3.38, -0.87, 0.38], [0.88, 3.30, 0.76], [-1.41, -1.54, 2.00], [3.63, 0.03, 0.81], [1.65, -0.77, -1.92], [-0.45, 3.81, -0.29], [-1.24, 2.11, 1.48], [-0.68, -0.09, -2.04]],
  "mulliken_charge": [-0.221, -1.537, -0.363, 1.039, -0.132, -1.171, -0.145, -0.908, -1.458, -0.298, 0.375, 0.257, 0.362, 0.368, 0.317, 0.315, 0.285, 0.365, 0.290, 0.378, 0.313, 0.394, 0.352, 0.388, 0.436]
}

(6)
{
  "formula": "CH10NO2",
  "method": "ωB97M-V with the def2-TZVPD basis set",
  "relative_energy_kcal_mol": 209.82,
  "charge": 1,
  "gap_ev": 4.60,
  "symbols": ["O", "O", "N", "C", "H", "H", "H", "H", "H", "H", "H", "H", "H", "H"],
  "coordinates": [[0.14, -0.62, -1.59], [-1.13, 0.80, 1.19], [-0.94, -1.59, 0.54], [2.04, 1.47, -0.10], [-0.40, -1.03, -0.86], [-2.02, 1.19, 1.29], [1.95, 2.53, -0.33], [2.94, 1.36, 0.50], [2.03, 0.78, -0.95], [-0.15, -2.28, 0.53], [-0.31, -0.75, -2.42], [1.19, 1.11, 0.49], [-1.16, -0.17, 1.01], [-1.74, -2.20, 0.81]],
  "mulliken_charge": [-0.435, -0.473, -0.490, -0.620, 0.425, 0.385, 0.258, 0.295, 0.194, 0.367, 0.368, -0.024, 0.438, 0.312]
}

(7)
{
  "formula": "C3H13N3O2",
  "method": "ωB97M-V with the def2-TZVPD basis set",
  "relative_energy_kcal_mol": 15.18,
  "charge": 0,
  "gap_ev": 9.20,
  "symbols": ["O", "O", "N", "N", "N", "C", "C", "C", "H", "H", "H", "H", "H", "H", "H", "H", "H", "H", "H", "H", "H"],
  "coordinates": [[2.21, 1.61, -2.41], [-0.22, -0.08, 3.78], [-1.86, -0.15, 0.69], [-1.34, 1.70, -0.70], [0.33, 0.33, -0.01], [0.35, -1.67, -1.43], [-1.02, 0.62, -0.09], [0.86, -1.01, -0.13], [-2.31, 1.96, -0.67], [0.94, 1.09, 0.19], [1.27, 1.46, -2.22], [-0.69, -1.43, -1.66], [-2.84, -0.17, 0.49], [1.94, -0.99, -0.15], [0.48, -2.74, -1.56], [-1.41, -0.90, 1.19], [0.92, -1.15, -2.20], [-0.82, 0.64, 3.97], [0.57, -1.60, 0.75], [0.42, -0.09, 4.50], [2.21, 2.58, -2.35]],
  "mulliken_charge": [-0.669, -0.605, -0.331, -0.683, -0.058, -0.880, 0.306, -0.669, 0.189, 0.285, 0.321, 0.248, 0.203, 0.404, 0.371, 0.196, 0.240, 0.313, 0.211, 0.299, 0.309]
}

(8)
{
  "formula": "C4H9N3",
  "method": "ωB97M-V with the def2-TZVPD basis set",
  "relative_energy_kcal_mol": 167.58,
  "charge": 0,
  "gap_ev": [8.44, 8.25],
  "symbols": ["N", "N", "N", "C", "C", "C", "C", "H", "H", "H", "H", "H", "H", "H", "H", "H"],
  "coordinates": [[1.14, -0.53, -0.04], [0.59, -1.36, 0.89], [0.24, -0.36, -1.14], [2.01, 0.57, 0.17], [-1.12, -0.20, -0.82], [-1.61, -0.64, 0.55], [-1.67, 0.82, 0.13], [-2.66, 1.38, -0.14], [2.64, 0.66, -0.75], [1.48, 1.57, 0.18], [-1.56, -0.50, -1.69], [2.65, 0.55, 0.98], [0.99, -1.13, 1.83], [-2.46, -1.15, 1.06], [-1.08, 1.46, 0.57], [0.42, -1.13, -1.78]],
  "mulliken_charge": [0.390, -0.676, -0.462, -0.708, -0.334, -0.194, -0.542, 0.211, 0.225, 0.249, 0.445, 0.379, 0.217, 0.294, 0.265, 0.242]
}

Repeat the seventh record exactly.
{
  "formula": "C3H13N3O2",
  "method": "ωB97M-V with the def2-TZVPD basis set",
  "relative_energy_kcal_mol": 15.18,
  "charge": 0,
  "gap_ev": 9.20,
  "symbols": ["O", "O", "N", "N", "N", "C", "C", "C", "H", "H", "H", "H", "H", "H", "H", "H", "H", "H", "H", "H", "H"],
  "coordinates": [[2.21, 1.61, -2.41], [-0.22, -0.08, 3.78], [-1.86, -0.15, 0.69], [-1.34, 1.70, -0.70], [0.33, 0.33, -0.01], [0.35, -1.67, -1.43], [-1.02, 0.62, -0.09], [0.86, -1.01, -0.13], [-2.31, 1.96, -0.67], [0.94, 1.09, 0.19], [1.27, 1.46, -2.22], [-0.69, -1.43, -1.66], [-2.84, -0.17, 0.49], [1.94, -0.99, -0.15], [0.48, -2.74, -1.56], [-1.41, -0.90, 1.19], [0.92, -1.15, -2.20], [-0.82, 0.64, 3.97], [0.57, -1.60, 0.75], [0.42, -0.09, 4.50], [2.21, 2.58, -2.35]],
  "mulliken_charge": [-0.669, -0.605, -0.331, -0.683, -0.058, -0.880, 0.306, -0.669, 0.189, 0.285, 0.321, 0.248, 0.203, 0.404, 0.371, 0.196, 0.240, 0.313, 0.211, 0.299, 0.309]
}